1.
ORCA calculation (ωB97M-V/def2-TZVPD) on a molecular structure, C31H39N6OPtS at a distorted geometry.

Output
* LUMO energy (alpha / beta): -9.0 / -11.6 eV
* energy relative to the best compared isomer or geometry (same formula, charge and spin): 0.000 eV
* highest occupied orbital energy (alpha / beta): -15.46 / -15.89 eV
* total charge: +3
* multiplicity: 5
* ⟨S²⟩: 6.097
* frontier orbital gap (alpha / beta): 6.51 / 4.32 eV
* calculated total energy: -2124.8086 hartree

```
79
Properties=species:S:1:pos:R:3:forces:R:3
Pt -0.842384 0.842825 0.372483 2.4 2.6 1.6
C 2.935989 -0.086085 -1.127272 -0.5 -0.6 -0.6
C 3.295681 0.603097 0.170743 1.1 0.3 -0.1
C 3.056231 2.133144 0.068982 1.3 -0.9 1.2
C 2.762314 0.048225 1.458795 0.4 -0.8 1.9
C 3.659795 0.121146 2.542231 0.7 0.7 -1.5
C 3.400870 -0.267659 3.809350 -1.1 -0.5 1.5
C 2.167250 -0.845408 4.091732 -1.2 -0.6 0.0
C 1.175347 -1.008016 3.092350 0.8 0.4 -0.1
C -0.170078 -1.561797 3.554776 0.5 0.9 0.3
C -0.008311 -2.864346 4.313417 -0.5 -1.1 -0.1
C -1.255517 -1.744397 2.512625 0.0 0.3 -0.3
C 1.517607 -0.568240 1.770196 0.5 0.6 -0.4
N 0.635171 -0.619569 0.648894 0.2 -3.0 -0.5
C 0.598364 -1.647990 -0.207676 0.9 0.6 1.9
C -0.435768 -1.640112 -1.142658 0.1 0.8 -0.1
C -0.969177 -2.493226 -2.175047 0.5 0.2 0.9
C -2.126954 -1.886396 -2.543389 -0.6 -0.9 -1.7
C -2.177005 -0.582123 -1.916817 0.6 -0.1 2.4
N -1.191426 -0.511901 -0.999368 -1.4 -1.4 -3.0
C -3.164486 0.511510 -1.907001 -0.8 0.5 -0.7
C -3.477216 0.914422 -0.428446 -0.6 0.4 -0.3
C -4.394688 -0.002654 -2.679307 0.2 -1.4 0.1
C -2.588277 1.735255 -2.630160 1.6 -0.1 -1.6
H 3.767554 -0.101800 -1.809698 0.5 0.3 -0.2
H 2.122360 0.407102 -1.687820 0.0 -0.3 0.4
H 2.711195 -1.150348 -0.980676 0.1 0.3 -0.1
H 4.396766 0.459472 0.299703 -0.8 0.2 -0.2
H 2.828617 2.515874 1.072005 0.4 0.3 -0.4
H 2.231915 2.281218 -0.551596 -1.5 0.5 -1.1
H 3.937879 2.594451 -0.388808 -0.3 0.2 0.3
H 4.668928 0.500642 2.419737 -0.1 0.2 -0.6
H 4.122096 -0.065903 4.600786 -0.1 -0.3 -0.2
H 1.907276 -1.230038 5.105522 0.4 0.6 -0.9
H -0.497361 -0.819655 4.324298 -0.1 -0.3 -0.6
H 0.096682 -3.704356 3.582920 0.0 0.5 0.7
H -0.948486 -2.996383 4.879136 0.5 -0.3 -0.1
H 0.835321 -2.897468 5.014276 -0.4 0.0 -0.3
H -1.008672 -2.444001 1.718545 0.2 -0.5 0.2
H -1.516643 -0.850376 1.940642 -0.1 0.6 0.3
H -2.166241 -2.068928 2.989234 -0.3 -0.2 0.2
H 1.304941 -2.460383 -0.091130 0.0 0.0 0.0
H -0.444054 -3.386381 -2.490348 -0.6 0.0 -0.1
H -2.903246 -2.325400 -3.207535 0.8 0.7 0.5
H -4.023033 0.130088 0.099379 0.2 0.0 0.1
H -4.103118 1.821350 -0.430743 0.2 -0.3 0.0
H -2.535688 1.259852 0.230379 -2.3 -0.2 -1.0
H -4.886789 -0.771854 -2.060469 0.0 0.1 -0.4
H -4.155273 -0.447002 -3.690758 0.1 0.5 1.2
H -5.108302 0.749753 -2.871551 -0.8 1.1 0.0
H -1.704850 2.069765 -2.077004 0.1 0.1 0.0
H -3.254035 2.618902 -2.682202 0.0 -0.8 -0.1
H -2.171478 1.441792 -3.684582 -1.1 0.7 1.8
N -3.038813 6.838241 2.292892 -0.4 0.6 -0.8
C -2.352305 6.133198 3.227247 -1.1 0.6 -0.2
O -2.479228 6.317492 4.416180 0.7 -0.4 -0.3
C -1.555334 5.002051 2.641917 1.4 -0.6 -1.2
C -1.398289 3.853441 3.374133 0.1 -1.1 0.9
C -0.949451 2.661536 2.786073 -0.1 0.1 0.0
N -0.565733 2.611427 1.494973 -0.2 0.0 1.2
C -0.400566 3.814197 0.898437 -0.3 -2.0 -0.7
C -0.899577 4.957805 1.378892 -1.1 2.3 0.6
H -3.652704 7.596584 2.590051 0.4 -0.4 0.2
H -3.119359 6.604353 1.302507 0.4 0.0 0.7
H -1.661755 3.872603 4.427201 -0.2 -0.1 -0.1
H -0.909978 1.703124 3.316419 -0.3 0.5 0.0
H 0.016525 3.747357 -0.070429 0.4 0.2 -0.9
H -0.824645 5.807340 0.691690 -0.1 0.0 0.6
S 1.597976 -1.806505 -5.812209 -0.3 0.7 0.0
C 1.925471 -3.351973 -5.261480 0.3 -3.1 1.1
N 2.811658 -4.116021 -6.009329 0.1 -0.3 0.2
C 3.317482 -5.325416 -5.634136 1.2 1.2 -0.2
C 2.927372 -5.819115 -4.411105 -0.4 -0.1 0.2
C 1.833907 -5.196353 -3.819691 -0.5 1.3 0.5
N 1.385969 -3.965426 -4.159486 0.5 0.0 -1.1
H 3.168914 -3.651100 -6.841027 0.0 -0.3 -0.2
H 4.156505 -5.737412 -6.242963 -1.0 0.3 0.4
H 3.415798 -6.609559 -3.851167 -0.1 -0.3 -0.7
H 1.342561 -5.651554 -2.946665 0.3 0.2 -0.4
```
Forces are in eV/Å.

***

2.
ORCA calculation (ωB97M-V/def2-TZVPD) on a molecular structure, C29H46ClF8IN4O7S2 at a distorted geometry.

Output
* LUMO energy (alpha / beta): -0.9 / -0.9 eV
* energy relative to the best compared isomer or geometry (same formula, charge and spin): 0.744 eV
* highest occupied orbital energy (alpha / beta): -8.46 / -9.38 eV
* total charge: 0
* multiplicity: 3
* ⟨S²⟩: 2.008
* frontier orbital gap (alpha / beta): 7.52 / 8.44 eV
* calculated total energy: -4231.2599 hartree

```
98
Properties=species:S:1:pos:R:3:forces:R:3
C 5.510910 6.692529 3.530604 -0.3 -0.5 -0.6
C 4.708426 5.469169 3.084338 0.6 1.0 0.7
O 5.528013 4.312316 3.244254 -0.3 0.1 -0.1
C 5.384965 3.330609 2.299510 -0.3 -0.3 -0.1
O 6.662709 3.025075 1.708764 0.0 0.0 0.2
C 7.032309 3.823876 0.685044 1.0 -0.5 -0.2
F 6.805580 5.115695 0.956784 -0.2 0.5 0.0
Cl 6.201169 3.428196 -0.833893 -0.2 0.1 0.0
I 9.170215 3.555747 0.403705 -0.3 0.0 0.1
C 4.949528 2.005090 2.944453 0.7 -0.7 0.1
C 5.475954 1.907548 4.365695 -0.1 -0.1 0.1
C 6.982848 1.999082 4.438421 0.5 1.3 1.0
O 7.526031 2.742319 5.232403 -0.4 -0.8 -0.7
N 3.475686 1.838722 2.936858 -0.3 0.0 -0.5
N 3.082755 0.705145 3.734256 -0.3 0.5 0.9
C 2.257622 0.890971 4.633769 0.3 0.1 -1.1
S 1.145011 1.050406 5.688238 0.0 -0.2 0.3
S 2.823699 1.612575 1.380840 0.4 -2.0 -0.6
O 3.834029 1.659622 0.374081 0.2 1.0 0.3
O 2.002433 0.447484 1.372027 -0.6 0.6 0.4
C 1.731142 3.083036 1.111400 -0.1 0.3 0.0
F 1.323551 2.950066 -0.156935 0.0 -0.2 0.2
F 2.436291 4.230404 1.197675 0.1 -0.2 0.0
C 0.486217 3.229079 2.044675 -0.3 0.4 -0.3
F -0.486231 3.785870 1.297251 -0.1 0.0 0.0
F 0.038446 2.052944 2.483761 0.3 -0.1 0.1
C 0.685582 4.180896 3.259787 -0.3 0.1 0.3
F 0.606194 5.456204 2.880307 0.1 -0.3 0.1
F -0.297935 3.935052 4.134252 0.3 0.2 -0.2
F 1.857930 3.976462 3.863690 -0.2 0.0 0.0
H 6.526874 6.546073 3.191353 0.3 0.1 0.1
H 5.462303 6.842749 4.598219 0.2 0.0 0.3
H 5.114758 7.557441 3.012800 -0.1 0.3 0.1
H 4.418039 5.623628 2.051731 -0.1 -0.3 -0.3
H 3.841917 5.387686 3.730767 -0.4 -0.2 -0.2
H 4.720361 3.621478 1.491847 -0.2 0.1 0.0
H 5.411108 1.184096 2.401629 0.0 -0.1 -0.4
H 5.033954 2.665700 4.995924 0.1 0.3 0.2
H 5.198785 0.948472 4.795680 0.0 -0.3 -0.1
H 7.603167 1.380134 3.771158 -0.2 -0.2 -0.1
C -4.908093 -2.439419 0.810735 0.1 0.0 -0.2
C -4.287918 -1.863873 2.109554 -1.1 -0.6 -0.9
C -4.459534 -0.343273 2.146045 0.3 0.4 0.1
C -3.534288 0.403799 1.187390 0.0 -0.1 0.0
C -2.080988 -0.020379 1.395565 -0.4 0.3 0.3
C -1.884947 -1.532244 1.322880 0.6 -0.4 -1.4
N -2.848137 -2.246065 2.210984 0.2 1.6 1.2
O -2.454720 -2.170704 3.439276 0.1 -0.6 0.0
C -2.037097 -2.002534 -0.134008 -0.3 0.0 -0.2
C -0.453188 -1.879339 1.711541 0.1 -0.1 0.4
C -5.075742 -2.476158 3.261902 0.2 -0.1 0.4
H -4.960587 -1.707841 0.004026 0.1 0.0 0.0
H -4.349744 -3.303741 0.452509 0.0 0.0 0.0
H -5.926897 -2.781824 0.985588 0.0 0.1 0.1
H -4.268553 0.015126 3.162639 0.1 -0.1 0.0
H -5.500833 -0.098489 1.925522 0.0 -0.1 0.0
H -3.837228 0.233009 0.150342 0.0 0.0 0.0
H -3.628038 1.478763 1.355030 0.0 0.0 0.0
H -1.444391 0.462116 0.650623 0.1 -0.1 0.0
H -1.745326 0.343591 2.370989 0.0 -0.2 0.0
H -2.003245 -3.091813 -0.195621 0.0 0.0 0.0
H -1.218276 -1.612797 -0.739429 0.1 0.0 0.1
H -2.954660 -1.662652 -0.610821 0.0 0.0 0.0
H -0.185742 -1.493364 2.693553 -0.1 -0.1 0.0
H 0.238667 -1.438956 0.996111 -0.1 0.1 -0.1
H -0.296335 -2.959411 1.713114 -0.1 0.0 0.0
H -4.955254 -3.560156 3.289781 0.0 0.0 0.0
H -6.134372 -2.255957 3.129294 0.0 0.0 -0.1
H -4.777676 -2.073198 4.227943 0.1 -0.1 0.0
C -1.645265 -1.687053 -6.597621 0.1 0.0 0.1
C -2.662598 -2.854564 -6.540069 0.6 1.2 -0.6
C -3.948194 -2.398665 -5.845703 -0.3 -0.2 0.4
C -3.806631 -2.240536 -4.333291 0.1 0.0 -0.1
C -3.228496 -3.509268 -3.707799 -0.6 0.2 -0.2
C -1.923848 -3.956174 -4.361586 1.2 0.4 1.0
N -2.062654 -4.031949 -5.844645 -1.9 -0.6 0.3
O -2.693929 -5.110340 -6.173027 0.5 -0.2 -0.3
C -0.789485 -2.992466 -3.964112 0.0 0.2 -0.1
C -1.509814 -5.312825 -3.802321 -0.2 -0.4 -0.2
C -2.983794 -3.208402 -7.987468 -0.1 -0.5 -0.1
H -1.809977 -0.940903 -5.820273 0.0 -0.1 0.0
H -0.620939 -2.047742 -6.513181 0.0 0.0 0.0
H -1.709851 -1.162625 -7.549730 -0.2 0.0 0.0
H -4.741915 -3.125398 -6.045717 0.1 -0.1 0.0
H -4.276354 -1.456579 -6.290196 0.1 0.0 -0.1
H -3.179157 -1.376832 -4.094414 0.0 0.0 0.0
H -4.785101 -2.031926 -3.895792 0.0 0.0 0.0
H -3.067033 -3.344713 -2.640087 0.2 -0.1 0.0
H -3.974768 -4.306127 -3.787253 0.1 -0.1 -0.1
H 0.128697 -3.233732 -4.500790 0.0 0.0 0.0
H -0.584271 -3.086005 -2.897652 -0.1 -0.1 0.0
H -1.021749 -1.944580 -4.140592 0.0 0.0 -0.1
H -2.288279 -6.063514 -3.924167 0.0 0.0 -0.1
H -1.309461 -5.218325 -2.735411 0.0 0.1 0.0
H -0.603109 -5.676572 -4.287358 0.0 0.0 0.0
H -2.097007 -3.567955 -8.511529 0.0 0.0 0.0
H -3.344441 -2.318643 -8.502214 0.0 0.1 0.1
H -3.759778 -3.967406 -8.066193 0.1 -0.1 0.1
```
Forces are in eV/Å.

***

3.
ORCA calculation (ωB97M-V/def2-TZVPD) on 2 unconnected molecules or ions with the total composition C2H4BNO2 at a distorted geometry.

Output
* LUMO energy: -0.9 eV
* energy relative to the best compared isomer or geometry (same formula, charge and spin): 4.200 eV
* highest occupied orbital energy: -10.16 eV
* total charge: 0
* frontier orbital gap: 9.28 eV
* calculated total energy: -308.6369 hartree

```
10
Properties=species:S:1:pos:R:3:forces:R:3
B 1.504720 0.283857 0.077149 1.5 -1.2 0.8
C 4.210443 -0.029212 0.154653 -1.6 0.0 -0.7
C -0.734092 -0.430403 -0.192890 -0.7 -0.5 2.5
N 5.290139 -0.224984 -0.242112 -1.0 0.2 0.5
O 1.258214 1.548691 0.061449 -0.2 1.0 -0.2
O 0.703694 -0.721998 0.183732 -0.9 -0.6 -0.5
H -1.139535 0.514027 0.416747 0.9 -2.5 -0.9
H -1.293911 -1.465178 0.005446 1.2 2.7 -0.5
H -0.716927 -0.115897 -1.208524 -0.2 -0.2 -0.9
H 2.021888 2.100686 0.119784 1.0 0.9 0.0
```
Forces are in eV/Å.

***

4.
ORCA calculation (ωB97M-V/def2-TZVPD) on 2 unconnected molecules or ions with the total composition C3H11N2O at a distorted geometry.

Output
* LUMO energy: -3.1 eV
* energy relative to the best compared isomer or geometry (same formula, charge and spin): 1.684 eV
* highest occupied orbital energy: -12.04 eV
* total charge: +1
* frontier orbital gap: 8.89 eV
* calculated total energy: -305.3908 hartree

```
17
Properties=species:S:1:pos:R:3:forces:R:3
C -0.085614 -1.808955 -0.863763 0.5 -2.6 1.1
C -0.163407 -0.425797 -0.393794 3.0 1.2 -1.9
C 0.674117 0.576560 -0.827687 -2.0 -1.2 0.5
N 1.703751 0.433866 -1.677561 0.3 4.4 0.3
N -1.215576 -0.065857 0.473364 0.1 -0.7 3.8
H 0.359945 -1.871768 -1.869605 -0.5 -0.2 0.3
H -1.036825 -2.372223 -0.766877 0.0 0.7 -0.8
H 0.500765 -2.531173 -0.193592 0.0 1.2 -0.7
H 0.395341 1.607990 -0.592063 0.4 -0.2 0.2
H 2.005567 -0.389679 -2.058908 0.7 -2.3 -0.9
H 2.159677 1.324471 -2.000627 -0.6 -1.8 0.4
H -1.592487 -0.925438 0.981930 0.3 1.5 -0.9
H -1.922568 0.418926 -0.001842 -1.8 0.6 -0.7
H -0.855030 0.578814 1.256902 -0.5 -0.8 -0.5
H -0.028053 1.488846 3.497315 0.4 -0.2 0.8
H -0.491176 2.453808 2.406531 0.1 -0.5 0.3
O -0.408427 1.507609 2.630277 -0.5 0.9 -1.2
```
Forces are in eV/Å.